[1]
C3HI3O as an isolated structure in a non-equilibrium geometry, computed with the ωB97M-V functional and the def2-TZVPD basis.

The geometry in XYZ format:
```
8
Properties=species:S:1:pos:R:3:mulliken_charge:R:1
C -0.8701 0.0550 -0.0207 -0.15
C -1.8662 0.7130 0.0514 -0.16
C 0.8742 -0.5777 -0.0138 -0.20
O 1.6306 0.2099 0.7430 -0.40
I -3.6661 1.6330 0.0960 0.23
I 1.4117 -0.6278 -2.1177 0.14
I 0.7532 -2.5128 0.8782 0.16
H 1.7329 1.1074 0.3836 0.37
```

The energy above the lowest of the compared OMol25 structures with the same formula, charge and spin is 33.6 kcal per mole. The charge is 0. The value obtained for the gap between HOMO and LUMO is 8.70 eV.

[2]
A 18-piece molecular cluster, C6H44B3Cl2F3O21 overall in a non-equilibrium geometry, computed with the ωB97M-V functional and the def2-TZVPD basis.

The geometry in XYZ format:
```
79
Properties=species:S:1:pos:R:3:mulliken_charge:R:1
C 2.1215 1.1458 1.7021 -0.66
C 2.7915 0.3893 0.4703 -0.43
C 1.7200 -0.4208 -0.4210 0.34
Cl 2.4824 -1.1677 -1.9304 -0.32
B 0.4101 0.4657 -0.7542 -0.08
O 0.3545 1.8976 -0.9310 0.00
B -0.8318 2.4723 -0.3811 0.03
Cl -0.9458 4.3059 -0.1526 -0.29
O -2.0147 1.7410 -0.0040 -0.33
B -1.6358 0.3733 0.2231 0.58
C -1.9451 -0.5021 1.5449 -0.52
C -3.4003 -0.2822 2.1634 -0.25
O -3.5518 1.0283 2.7456 -0.51
C -3.5781 -1.4078 3.3186 0.89
F -4.5580 -1.0038 4.2557 -0.28
F -3.8970 -2.6235 2.6864 -0.27
F -2.3599 -1.6252 3.9925 -0.19
O -0.8575 -0.2491 -0.8376 -0.29
H 1.5374 0.3541 2.2837 -0.07
H 2.9623 1.5486 2.3649 0.49
H 1.4888 2.0419 1.4244 0.15
H 3.5257 -0.3661 0.9187 0.33
H 3.4006 1.0632 -0.2103 0.28
H 1.3848 -1.3104 0.2151 0.19
H -1.1433 -0.2220 2.3169 0.12
H -1.8497 -1.6017 1.2490 0.24
H -4.1399 -0.4376 1.3022 0.33
H -3.6908 1.6938 2.0396 0.37
O 3.2593 1.3453 -4.4208 -0.71
H 2.8646 1.0699 -3.5842 0.28
H 2.5356 1.7915 -4.8829 0.33
O 0.4749 -1.8688 4.8157 -0.60
H -0.3896 -1.6105 5.1586 0.35
H 0.4688 -2.8324 4.8649 0.27
O 1.0387 1.4030 4.2597 -0.59
H 0.1758 1.6566 4.6115 0.32
H 1.0404 0.4379 4.3175 0.22
O -6.3465 0.6482 2.6643 -0.62
H -5.6250 0.1699 3.0857 0.36
H -6.8562 1.0127 3.3966 0.30
O 0.4367 0.9676 -5.8696 -0.58
H 0.7489 0.4180 -6.5971 0.33
H -0.2876 0.4615 -5.4929 0.29
O -0.6200 -1.0043 -7.3180 -0.69
H -1.4765 -0.7517 -6.9547 0.31
H -0.6206 -1.9735 -7.2687 0.39
O 5.6206 0.3144 -0.4621 -0.53
H 6.1630 0.5762 -1.2159 0.27
H 6.1913 -0.2773 0.0421 0.26
O -0.4570 -3.8718 -7.8855 -0.64
H 0.2355 -4.5291 -7.7594 0.28
H -0.6798 -3.9453 -8.8228 0.35
O 0.2754 -4.3699 -10.6477 -0.64
H 1.0380 -4.4806 -11.2258 0.29
H -0.4539 -4.1865 -11.2554 0.33
O 2.5450 3.2307 -2.2354 -0.63
H 2.8648 2.6862 -2.9666 0.38
H 1.8187 2.7131 -1.8596 0.41
O -5.0883 -0.0546 6.9976 -0.64
H -4.7733 -0.5984 6.2656 0.34
H -5.8143 -0.5655 7.3733 0.31
O -1.3777 -1.9411 -11.7140 -0.63
H -0.9725 -1.1447 -12.0753 0.32
H -1.3305 -1.8133 -10.7583 0.32
O 1.5854 0.2449 7.1476 -0.69
H 1.3079 -0.1547 6.3150 0.27
H 1.4707 1.1943 7.0012 0.38
O 2.2869 -3.2807 0.2270 -0.56
H 2.9832 -3.9360 0.3494 0.27
H 2.0647 -3.3474 -0.7098 0.30
O 1.3519 2.8624 8.3957 -0.63
H 2.0745 2.3942 8.8316 0.32
H 0.8345 3.2227 9.1245 0.31
O -0.5706 7.8055 -1.4475 -0.62
H -1.4275 8.0592 -1.0865 0.31
H -0.5716 6.8415 -1.3970 0.31
O 2.1654 -2.9865 6.7148 -0.60
H 2.0390 -3.2633 7.6294 0.30
H 1.9986 -2.0404 6.7288 0.37
```

The charge is 0. The value obtained for the gap between HOMO and LUMO is 10.48 eV.

[3]
One molecule with the formula C21H21F3N4O5S in a non-equilibrium geometry, computed with the ωB97M-V functional and the def2-TZVPD basis.

The geometry in XYZ format:
```
55
Properties=species:S:1:pos:R:3:mulliken_charge:R:1
C -7.4550 -2.7420 1.1746 -0.86
O -6.1579 -2.5310 0.6663 -0.42
C -5.6737 -1.2647 0.6248 0.47
C -6.3632 -0.1400 1.0495 -0.37
C -5.7688 1.1234 0.9824 0.42
O -6.5344 2.1469 1.4323 -0.44
C -6.0001 3.4514 1.3995 -0.83
C -4.4819 1.2542 0.4826 -0.88
C -3.7985 0.1234 0.0367 0.44
C -2.4229 0.3353 -0.4785 0.22
O -1.7275 1.2730 -0.1563 -0.59
N -2.0032 -0.6345 -1.3737 -0.10
C -0.8430 -0.5901 -2.1361 0.09
S -0.9367 -1.0052 -3.7308 -0.39
N 0.3087 -0.2425 -1.5500 0.33
C 0.5543 -0.2626 -0.1258 -1.02
C 1.9283 -0.8737 0.1390 -1.10
N 2.9580 -0.0327 -0.4368 0.45
C 4.2385 -0.1010 -0.0077 1.21
C 4.7008 -1.2319 0.7049 -0.44
C 6.0264 -1.4073 1.0028 -1.42
C 6.9753 -0.4599 0.6049 -0.03
C 8.4212 -0.7127 0.9096 0.84
F 8.8822 -1.8132 0.2830 -0.27
F 9.2241 0.2941 0.5528 -0.28
F 8.6310 -0.9267 2.2228 -0.27
C 6.5576 0.6919 -0.0246 -0.76
C 5.2055 0.8967 -0.2876 0.07
N 4.8546 2.2236 -0.6966 1.04
O 3.7931 2.6702 -0.2987 -0.58
O 5.6576 2.8480 -1.3589 -0.65
C 2.5421 0.7270 -1.5959 -0.89
C 1.4825 -0.0430 -2.3728 -1.43
C -4.3820 -1.1307 0.1086 -0.76
H -7.6232 -3.8157 1.1116 0.24
H -8.2087 -2.2212 0.5765 0.34
H -7.5325 -2.4228 2.2183 0.35
H -7.3628 -0.1944 1.4472 0.50
H -6.7779 4.0967 1.8039 0.24
H -5.1022 3.5315 2.0190 0.35
H -5.7660 3.7617 0.3769 0.34
H -3.9792 2.2047 0.4188 0.56
H -2.7385 -1.1700 -1.8201 0.43
H 0.5017 0.7498 0.2885 0.20
H -0.2111 -0.8684 0.3636 0.57
H 1.9612 -1.8878 -0.2833 0.35
H 2.0765 -0.9369 1.2196 0.74
H 4.0039 -1.9995 0.9940 0.42
H 6.3499 -2.2912 1.5306 0.39
H 7.2564 1.4713 -0.2911 0.59
H 3.4020 0.8870 -2.2525 0.70
H 2.1495 1.7099 -1.3029 0.26
H 1.1942 0.5203 -3.2644 0.72
H 1.8780 -1.0103 -2.7107 0.33
H -3.8642 -2.0283 -0.1893 0.57
```

The SMILES is COc1cc(OC)cc(C(=O)NC(=S)N2CCN(c3ccc(C(F)(F)F)cc3[N+](=O)[O-])CC2)c1. The charge is 0. The value obtained for the gap between HOMO and LUMO is 8.07 eV.

Question: gap between HOMO and LUMO of number 1 (C3HI3O)?
Answer: 8.70 eV

Question: What is the gap between HOMO and LUMO in the third record?
Answer: 8.07 eV

Question: Which formula does entry 3 have?
Answer: C21H21F3N4O5S

Question: gap between HOMO and LUMO of number 2 (C6H44B3Cl2F3O21)?
Answer: 10.48 eV